Below is C19H20N2O3S in the gas phase, with properties calculated with ωB97M-V with the def2-TZVPD basis set.

Orbital gap in Eh: 0.3179
ΔE to the lowest compared entry with this formula, charge and spin in kcal/mol: 13.1
HOMO in eV: -8.18
Strongest force on any atom in hartree/bohr: 0.01512
SMILES string: CCc1ccc(OCCSc2nc3ccccc3n2CC(=O)O)cc1
LUMO in eV: 0.47

ORCA input file:
```
! wB97M-V def2-TZVPD RIJCOSX def2/J DEFGRID3
* xyz 0 1
C -1.3163 -0.7067 -6.7479
C -0.1474 -1.6259 -6.3875
C 0.4746 -1.2033 -5.0869
C 1.4741 -0.2365 -5.0569
C 2.0177 0.1861 -3.8632
C 1.5714 -0.3502 -2.6554
O 2.1801 0.1314 -1.5316
C 1.7561 -0.3508 -0.2766
C 2.5135 0.4468 0.7740
S 2.2665 -0.2285 2.4368
C 0.6255 0.2777 2.7164
N -0.1090 0.9177 1.8539
C -1.3134 1.1180 2.4836
C -2.4660 1.7491 2.0345
C -3.5395 1.8049 2.9001
C -3.4815 1.2529 4.1800
C -2.3449 0.6182 4.6444
C -1.2668 0.5563 3.7799
N -0.0088 0.0042 3.8980
C 0.5423 -0.6177 5.0609
C 0.9319 0.3863 6.1423
O 1.0706 0.1058 7.2992
O 1.1129 1.6079 5.6478
C 0.5743 -1.3167 -2.6731
C 0.0371 -1.7290 -3.8817
H -1.7659 -1.0117 -7.6902
H -2.0773 -0.7420 -5.9716
H -0.9730 0.3210 -6.8424
H 0.5988 -1.5870 -7.1838
H -0.5088 -2.6533 -6.3088
H 1.8323 0.1885 -5.9836
H 2.7943 0.9342 -3.8361
H 0.6787 -0.1961 -0.1374
H 1.9880 -1.4218 -0.1770
H 3.5860 0.3986 0.5881
H 2.1780 1.4822 0.7844
H -2.5076 2.1768 1.0460
H -4.4507 2.2900 2.5830
H -4.3455 1.3250 4.8234
H -2.3013 0.1965 5.6375
H -0.1713 -1.3273 5.4919
H 1.4483 -1.1650 4.7780
H 1.3740 2.2302 6.3450
H 0.2071 -1.7554 -1.7585
H -0.7389 -2.4815 -3.8791
*
```

Below is 2 unconnected molecules or ions with the total composition C19H20N2O4, with properties calculated with ωB97M-V with the def2-TZVPD basis set.

Orbital gap in Eh: 0.1919
ΔE to the lowest compared entry with this formula, charge and spin in kcal/mol: 211.3
HOMO in eV: -6.80
Strongest force on any atom in hartree/bohr: 0.05567
LUMO in eV: -1.58

ORCA input file:
```
! wB97M-V def2-TZVPD RIJCOSX def2/J DEFGRID3
* xyz 0 1
C -3.6008 -3.1030 0.8297
C -3.3779 -1.8290 1.6221
N -1.9610 -1.7048 1.9345
C -1.5134 -0.5447 2.3907
C -0.1564 -0.2469 2.5024
C 0.2890 0.7274 3.3811
C 1.6590 1.0846 3.5027
C 2.2086 1.7823 4.6061
C 3.5854 1.9416 4.7547
C 4.4649 1.3686 3.8256
C 3.9499 0.7016 2.7123
C 2.5732 0.6281 2.5173
C -1.0463 -2.8027 1.6501
C -1.7083 -4.1466 1.9246
O -3.0702 -4.2455 1.5168
H -4.6784 -3.3051 0.7546
H -3.1470 -2.9864 -0.1780
H -3.6921 -0.9485 1.0416
H -3.9688 -1.8507 2.5559
H -2.2484 0.2129 2.6716
H 0.5419 -0.8606 1.9367
H -0.4593 1.0895 4.0540
H 1.5203 2.1962 5.3479
H 3.9751 2.4819 5.6194
H 5.5404 1.4339 3.9772
H 4.6074 0.2189 1.9916
H 2.1784 0.1835 1.6004
H -0.7037 -2.7667 0.6015
H -0.1695 -2.7209 2.3001
H -1.1579 -4.9464 1.3979
H -1.6934 -4.3606 3.0090
O -0.4794 2.7396 4.2367
C -0.3107 3.9838 4.2235
C -0.9853 4.8090 5.1972
N -1.7581 4.0939 6.1731
O -1.6005 2.8521 6.2800
O -2.5378 4.7636 6.8987
C -0.9666 6.2060 5.1537
C -0.1799 6.8476 4.2076
C 0.5563 6.0636 3.3015
C 0.5011 4.6813 3.2888
H -1.5901 6.7384 5.8716
H -0.1160 7.9362 4.1695
H 1.2006 6.5593 2.5844
H 1.0547 4.0590 2.5884
*
```

Below is C19H20N4O2 in the gas phase, with properties calculated with ωB97M-V with the def2-TZVPD basis set.

Orbital gap in Eh: 0.3408
ΔE to the lowest compared entry with this formula, charge and spin in kcal/mol: 0.8
HOMO in eV: -8.69
Strongest force on any atom in hartree/bohr: 0.01466
SMILES string: O=C(Cc1ccccc1)c1c[nH]c(C(=O)NCCCn2ccnc2)c1
LUMO in eV: 0.58

ORCA input file:
```
! wB97M-V def2-TZVPD RIJCOSX def2/J DEFGRID3
* xyz 0 1
O 1.9552 -0.6566 4.1441
C 1.6582 -0.4023 2.9969
C 2.5723 -0.7651 1.8366
C 2.1944 -2.1607 1.4110
C 1.0169 -2.3939 0.7096
C 0.6654 -3.6776 0.3331
C 1.4802 -4.7480 0.6607
C 2.6471 -4.5259 1.3710
C 2.9997 -3.2413 1.7458
C 0.3723 0.2006 2.6413
C -0.7424 0.2156 3.4699
N -1.7452 0.8197 2.8213
C -1.3226 1.2316 1.5864
C -2.2785 1.9069 0.7024
O -3.4597 2.0153 0.9925
N -1.7424 2.3944 -0.4421
C -2.5361 3.0318 -1.4623
C -2.6585 2.1919 -2.7400
C -1.3821 2.1724 -3.5914
N -0.3050 1.4661 -2.9522
C -0.1789 0.1109 -2.8372
C 0.9338 -0.1068 -2.0772
N 1.4849 1.0822 -1.7167
C 0.7272 1.9994 -2.2558
C -0.0047 0.8545 1.4450
H 3.6041 -0.7542 2.1885
H 2.4551 -0.0693 1.0079
H 0.3705 -1.5660 0.4578
H -0.2504 -3.8429 -0.2165
H 1.2047 -5.7502 0.3669
H 3.2855 -5.3562 1.6356
H 3.9096 -3.0758 2.3040
H -0.8440 -0.1909 4.4563
H -2.6897 0.9725 3.1428
H -0.7538 2.2816 -0.6006
H -3.5287 3.1716 -1.0259
H -2.1119 4.0136 -1.7003
H -2.9304 1.1709 -2.4663
H -3.4633 2.6061 -3.3487
H -1.5961 1.6880 -4.5495
H -1.0507 3.1961 -3.7876
H -0.8673 -0.5661 -3.2990
H 1.3744 -1.0338 -1.7707
H 0.9028 3.0557 -2.1851
H 0.6280 1.0342 0.5978
*
```

Below is C19H20N4O5S in the gas phase, with properties calculated with ωB97M-V with the def2-TZVPD basis set.

Orbital gap in Eh: 0.2729
ΔE to the lowest compared entry with this formula, charge and spin in kcal/mol: 325.1
HOMO in eV: -8.34
Strongest force on any atom in hartree/bohr: 0.38544
SMILES string: COC(=O)[C@@H](C)Sc1nc(-c2ccc(OC)cc2)nc2c1c(=O)n(C)c(=O)n2C
LUMO in eV: -0.91

ORCA input file:
```
! wB97M-V def2-TZVPD RIJCOSX def2/J DEFGRID3
* xyz 0 1
C 0.7165 2.3857 -2.5077
O -0.0867 2.5638 -1.6130
C 0.5091 2.8569 -0.2785
O 1.6753 2.7991 -0.0826
C -0.3586 3.3561 0.6993
C -0.6109 4.8690 0.7161
S -1.9506 2.5949 0.7422
C -1.4394 0.8697 0.3451
N -0.2023 0.5852 0.5745
C 0.2788 -0.8126 0.3053
C 1.6324 -1.0239 0.2546
C 2.6623 0.2225 0.5610
C 3.9939 -0.2788 0.3507
C 4.3888 -1.5648 0.5171
O 5.5835 -2.0360 0.2533
C 6.6484 -1.1938 0.5102
C 3.4152 -2.5265 -0.0032
C 1.9800 -2.1341 0.0763
N -0.6269 -1.7281 0.1398
C -1.7855 -1.3105 0.0231
C -2.4174 -0.0820 0.4222
C -3.8484 0.1363 0.2484
O -4.3867 1.3450 0.6816
N -4.6015 -0.8646 0.1950
C -6.0281 -0.7042 0.1062
C -4.2005 -2.2147 0.0938
O -4.9065 -3.0147 -0.4876
N -2.6812 -2.4232 -0.1105
C -2.2282 -3.9622 -0.3259
H 1.5932 3.1254 -2.7738
H 1.3026 1.5076 -2.4551
H 0.0329 2.3035 -3.4589
H 0.1622 2.8378 1.6389
H -1.1479 5.0877 1.6400
H -1.1071 5.3425 -0.0936
H 0.2937 5.4538 0.7879
H 2.3322 1.1219 0.6210
H 4.8084 0.3519 0.7715
H 7.5290 -1.5409 0.3307
H 6.8456 -0.3051 -0.2623
H 6.6910 -0.7439 1.5334
H 3.6387 -3.4988 0.0112
H 1.4367 -3.0957 -0.0675
H -6.2772 0.2123 0.2091
H -6.4273 -1.0897 -0.7784
H -6.4931 -1.5565 0.9242
H -1.5994 -3.6243 -1.2636
H -3.1618 -4.4931 -0.3109
H -1.5770 -4.1060 0.5893
*
```

Below is C19H20N6O3S in the gas phase, with properties calculated with ωB97M-V with the def2-TZVPD basis set.

Orbital gap in Eh: 0.2437
ΔE to the lowest compared entry with this formula, charge and spin in kcal/mol: 97.9
HOMO in eV: -7.30
Strongest force on any atom in hartree/bohr: 0.09680
SMILES string: Cn1nc(OC2CCS(=O)(=O)CC2)c2ccc(Nc3nnc4[nH]cccc3-4)cc21
LUMO in eV: -0.67

ORCA input file:
```
! wB97M-V def2-TZVPD RIJCOSX def2/J DEFGRID3
* xyz 0 1
C 0.3384 -2.6609 -3.3973
N 0.8131 -1.6466 -2.4208
N 1.9716 -0.9004 -2.5527
C 2.1913 -0.3160 -1.4091
O 3.1850 0.4204 -0.8625
C 4.2717 0.8625 -1.6008
C 3.8159 1.6120 -2.8479
C 2.9258 2.8803 -2.5097
S 3.5940 3.9798 -1.3199
O 4.7588 4.6409 -1.9368
O 2.5983 4.8841 -0.7332
C 4.2504 3.0543 0.0108
C 4.9353 1.7969 -0.5527
C 1.0934 -0.5334 -0.4906
C 0.8984 -0.1228 0.7971
C -0.2757 -0.4802 1.4476
C -1.2051 -1.3573 0.8215
N -2.4329 -1.7969 1.2000
C -3.1747 -1.2445 2.3076
N -2.5938 -0.6212 3.3280
N -3.5216 -0.4074 4.3324
C -4.7489 -0.8391 3.9602
N -6.0178 -0.8755 4.4446
C -7.1613 -1.2672 3.7329
C -6.9041 -1.9074 2.4730
C -5.5805 -1.9698 1.8649
C -4.5801 -1.4087 2.6162
C -0.9073 -1.8052 -0.5213
C 0.2384 -1.3574 -1.1925
H -0.6440 -3.0604 -3.0795
H 0.2889 -2.0839 -4.3780
H 1.0013 -3.5289 -3.4062
H 4.9184 0.0353 -1.8603
H 3.3042 0.9431 -3.5895
H 4.8287 1.8647 -3.3520
H 2.6829 3.4767 -3.4056
H 1.9572 2.5980 -1.9935
H 4.9862 3.6128 0.5851
H 3.4167 2.8929 0.6414
H 5.8218 2.0936 -1.0915
H 5.2244 1.2515 0.3750
H 1.6672 0.4946 1.2783
H -0.4089 0.0065 2.4143
H -2.8524 -2.4981 0.5998
H -6.0391 -0.6653 5.4596
H -8.1662 -1.0102 4.0115
H -7.7223 -2.3447 1.9722
H -5.4697 -2.2250 0.7988
H -1.5713 -2.4664 -0.9691
*
```